Record 1
{"formula": "C32H24CaN5O5PS5", "method": "ωB97M-V with the def2-TZVPD basis set", "elements": ["Ca", "S", "C", "S", "C", "C", "S", "S", "S", "O", "C", "C", "O", "C", "C", "O", "C", "O", "O", "C", "P", "C", "C", "C", "C", "C", "C", "C", "C", "C", "C", "C", "C", "H", "H", "H", "H", "H", "H", "H", "H", "H", "H", "H", "H", "H", "C", "C", "N", "C", "C", "N", "C", "N", "N", "N", "C", "C", "C", "C", "C", "C", "H", "H", "H", "H", "H", "H", "H", "H", "H", "H", "H"], "coordinates": [[0.668, 1.062, 0.320], [3.165, 7.847, 2.985], [2.734, 6.380, 2.307], [1.675, 6.203, 0.976], [1.665, 4.451, 0.832], [2.433, 3.806, 1.748], [2.710, 2.096, 1.988], [3.263, 4.859, 2.884], [0.674, 3.818, -0.458], [-2.040, -4.157, -1.826], [-1.623, -3.149, -1.291], [-0.503, -3.088, -0.281], [0.117, -4.050, 0.144], [-0.301, -1.664, 0.033], [-1.243, -0.882, -0.712], [-1.298, 0.396, -0.662], [-2.088, -1.740, -1.537], [-2.985, -1.395, -2.297], [0.573, -1.173, 0.806], [-2.707, 2.732, 1.186], [-1.640, 1.641, 2.200], [-2.723, 0.204, 2.513], [-2.621, -0.513, 3.706], [-3.327, -1.693, 3.886], [-4.136, -2.184, 2.870], [-4.237, -1.485, 1.676], [-3.539, -0.299, 1.499], [-1.628, 2.535, 3.795], [-2.752, 2.694, 4.605], [-2.680, 3.452, 5.763], [-1.484, 4.068, 6.118], [-0.363, 3.917, 5.318], [-0.431, 3.147, 4.162], [-2.792, 2.299, 0.189], [-2.194, 3.689, 1.084], [-3.696, 2.872, 1.627], [-1.974, -0.151, 4.496], [-3.228, -2.240, 4.816], [-4.668, -3.119, 3.001], [-4.837, -1.874, 0.862], [-3.594, 0.209, 0.545], [-3.684, 2.215, 4.328], [-3.558, 3.569, 6.388], [-1.431, 4.667, 7.020], [0.571, 4.397, 5.584], [0.452, 3.016, 3.541], [0.262, 0.322, -3.428], [1.640, 0.156, -2.887], [2.044, 0.450, -1.674], [3.392, 0.169, -1.621], [3.809, -0.304, -2.820], [2.687, -0.306, -3.630], [2.619, -0.831, -4.965], [2.977, -2.229, -5.009], [3.935, -2.639, -5.869], [4.088, -3.905, -5.766], [3.208, -4.371, -4.812], [2.988, -5.667, -4.329], [2.039, -5.814, -3.349], [1.315, -4.712, -2.837], [1.523, -3.435, -3.300], [2.485, -3.292, -4.309], [-0.388, 0.724, -2.654], [-0.172, -0.629, -3.748], [0.257, 1.009, -4.277], [3.955, 0.344, -0.719], [4.767, -0.643, -3.175], [3.320, -0.328, -5.629], [1.605, -0.685, -5.333], [3.553, -6.503, -4.719], [1.835, -6.795, -2.940], [0.588, -4.877, -2.051], [0.976, -2.598, -2.885]], "forces_ev_per_a": [[0.4614, 0.6791, 0.2656], [0.0298, -0.0021, -0.0199], [-0.0880, 0.0054, 0.0597], [0.0120, -0.0045, -0.0301], [-0.0113, 0.0319, 0.0249], [-0.0064, 0.0083, 0.0081], [-0.0454, -0.0335, -0.0485], [0.0331, -0.0212, -0.0080], [-0.0387, -0.1084, 0.0905], [0.0092, -0.0258, -0.0122], [0.0186, 0.0269, 0.0101], [-0.0185, 0.0338, 0.0031], [0.0004, -0.0036, -0.0044], [-0.0085, -0.1194, -0.0269], [-0.0861, -0.0368, -0.0531], [-0.0664, -0.1792, -0.0609], [0.0065, -0.0136, 0.0402], [-0.0134, -0.0016, -0.0038], [-0.1179, -0.1958, -0.0554], [-0.0411, -0.0116, 0.0033], [0.0012, 0.0474, -0.1140], [0.0237, -0.0077, 0.0300], [-0.0035, -0.0103, 0.0035], [0.0011, 0.0100, -0.0039], [-0.0007, 0.0020, -0.0049], [0.0030, -0.0016, -0.0005], [0.0101, -0.0063, -0.0057], [0.0199, 0.0158, -0.0194], [0.0006, -0.0001, 0.0003], [0.0014, -0.0001, -0.0011], [0.0004, -0.0027, -0.0057], [0.0060, 0.0052, 0.0006], [-0.0025, -0.0002, -0.0017], [0.0024, -0.0108, 0.0073], [0.0097, -0.0004, 0.0088], [0.0053, 0.0053, 0.0062], [0.0009, 0.0033, -0.0011], [-0.0011, -0.0013, -0.0004], [-0.0012, 0.0003, 0.0007], [-0.0049, 0.0006, 0.0020], [-0.0063, 0.0093, -0.0014], [-0.0017, 0.0000, -0.0003], [-0.0008, -0.0006, 0.0003], [0.0019, 0.0006, -0.0008], [0.0046, 0.0027, -0.0044], [-0.0120, -0.0020, 0.0115], [-0.0008, 0.0025, 0.0026], [0.0179, -0.0146, -0.0257], [-0.1158, -0.0478, -0.0898], [-0.0139, 0.0077, 0.0295], [-0.0002, 0.0249, 0.0006], [0.0214, -0.0553, 0.0263], [0.0068, 0.0021, -0.0049], [0.0072, 0.0131, -0.0463], [0.0341, -0.0057, 0.0450], [-0.0486, -0.0037, -0.0319], [0.0422, -0.0017, 0.0084], [-0.0002, -0.0087, 0.0135], [0.0043, 0.0112, -0.0134], [-0.0056, -0.0232, 0.0090], [-0.0014, 0.0072, -0.0159], [-0.0317, 0.0005, 0.0101], [0.0081, 0.0058, -0.0017], [0.0046, 0.0024, -0.0075], [-0.0012, -0.0006, -0.0034], [0.0024, -0.0008, -0.0001], [-0.0017, -0.0057, -0.0025], [-0.0054, 0.0036, -0.0017], [-0.0091, -0.0054, 0.0088], [-0.0030, -0.0033, 0.0033], [0.0025, -0.0024, -0.0052], [-0.0027, 0.0130, 0.0039], [0.0029, -0.0016, 0.0007]], "lowdin_charge": [0.96, 0.36, -1.56, 0.84, -1.20, -1.22, 0.34, 0.83, 0.34, 0.07, -0.30, -0.31, 0.06, -0.34, -0.36, -0.22, -0.34, 0.04, -0.15, -0.26, 1.00, -0.36, -0.10, -0.10, -0.10, -0.08, -0.09, -0.37, -0.11, -0.10, -0.10, -0.07, -0.08, 0.03, 0.03, 0.04, 0.10, 0.09, 0.09, 0.11, 0.10, 0.10, 0.09, 0.09, 0.10, 0.06, 0.01, -0.34, 0.04, -0.10, -0.05, -0.03, -0.07, -0.06, 0.03, 0.05, -0.25, -0.03, -0.08, -0.04, 0.03, -0.16, 0.07, 0.08, 0.09, 0.10, 0.11, 0.13, 0.13, 0.10, 0.10, 0.09, 0.10], "charge": -2, "spin_multiplicity": 1}

Record 2
{"formula": "H6N3PS", "method": "ωB97M-V with the def2-TZVPD basis set", "elements": ["N", "N", "N", "P", "S", "H", "H", "H", "H", "H", "H"], "coordinates": [[1.131, 1.232, 1.331], [-0.814, -1.010, 0.409], [1.080, 1.414, -1.103], [1.728, 0.509, 0.111], [2.871, -0.994, -0.055], [1.048, 0.615, 2.201], [-1.719, -0.924, 0.048], [-0.414, -1.953, 0.105], [0.700, 2.195, -0.531], [1.615, 1.370, -1.977], [-0.672, -0.881, 1.413]], "forces_ev_per_a": [[-0.2526, -1.2847, 2.4872], [3.0572, -2.1189, -0.2080], [1.2941, -1.0914, 0.3887], [-1.1654, 0.1282, 0.5222], [0.0164, 0.0085, -0.5171], [0.5923, 1.4126, -1.5483], [-1.5129, 0.2361, -0.0011], [-0.8624, 1.8492, 0.7871], [0.2740, -0.0292, -1.6668], [-0.7602, 1.0480, 0.4461], [-0.6804, -0.1585, -0.6901]], "nbo_charge": [-1.28, -1.10, -1.18, 1.67, -0.50, 0.39, 0.37, 0.37, 0.46, 0.42, 0.38], "spin_multiplicity": 1}

DFT total energy, record by record: -4893.996453; -907.410878 hartree
Max |F|, record by record: 0.9; 3.7 eV/Å
Gap between HOMO and LUMO, record by record: 5.781; 9.888 eV